1.
Formula: C3H7NO
Source: the Open Molecules 2025 dataset
Level of theory: wB97M-V/def2-TZVPD

The calculation puts the LUMO energy at 0.0347 Ha. Its HOMO-LUMO gap is 0.32564 Eh. The energy above the lowest of the compared OMol25 structures with the same formula, charge and spin is 199.8 kJ/mol. As for the structure (SMILES): C=C(N)OC. The highest occupied orbital energy is -7.9 eV. The value obtained for the energy is -248.45041 a.u. The maximum force is 0.98 eV/A.

Last column: Löwdin charge in e.
Atoms and positions in Å:
C: -1.558 -1.000 -0.547  0.02
C: -0.532 -0.260 -0.087  -0.52
N: -0.684 1.118 -0.068  0.11
O: 0.658 -0.803 0.245  -0.07
C: 1.804 0.021 0.361  -0.08
H: -2.565 -0.683 -0.310  0.04
H: -1.420 -1.945 -1.042  0.04
H: -1.594 1.251 -0.498  0.09
H: -0.457 1.665 0.755  0.10
H: 1.881 0.717 -0.478  0.09
H: 1.811 0.583 1.306  0.09
H: 2.656 -0.663 0.364  0.09

2.
Formula: C12H16NS2
Source: the Open Molecules 2025 dataset
Level of theory: wB97M-V/def2-TZVPD

The calculation puts the LUMO energy at -0.2133 Ha. Its HOMO-LUMO gap is 0.23238 Eh. The energy above the lowest of the compared OMol25 structures with the same formula, charge and spin is 72.5 kJ/mol. The highest occupied orbital energy is -12.1 eV. As for the net charge: +1. The value obtained for the energy is -1317.65080 a.u. The maximum force is 1.60 eV/A.

Last column: Löwdin charge in e.
Atoms and positions in Å:
C: 3.838 -0.072 1.480  -0.09
N: 2.438 -0.076 1.896  -0.06
C: 1.603 -0.756 1.205  -0.12
C: 0.172 -0.442 1.069  -0.22
C: -0.777 -1.461 0.828  -0.02
C: -2.124 -1.130 0.742  -0.06
C: -2.536 0.209 0.831  -0.06
C: -1.596 1.218 1.057  -0.06
C: -0.243 0.899 1.177  -0.04
H: 4.220 0.957 1.502  0.08
H: 4.483 -0.676 2.137  0.09
H: 3.897 -0.461 0.444  0.09
H: 1.945 -1.638 0.621  0.14
H: -0.418 -2.488 0.717  0.12
H: -2.863 -1.918 0.596  0.11
H: -3.591 0.458 0.726  0.11
H: -1.903 2.261 1.137  0.11
H: 0.513 1.678 1.332  0.12
C: 1.577 0.973 7.297  -0.29
C: 1.064 -0.370 6.801  -0.40
S: 1.817 -0.940 5.222  0.98
C: 1.588 0.395 4.228  -0.73
S: 2.093 1.930 4.693  0.97
C: 1.235 2.081 6.313  -0.41
H: 1.076 1.198 8.246  0.13
H: 2.655 0.935 7.481  0.13
H: 1.312 -1.177 7.501  0.09
H: -0.022 -0.342 6.646  0.10
H: 1.052 0.285 3.289  -0.01
H: 0.159 2.109 6.107  0.10
H: 1.567 3.062 6.674  0.09

3.
Formula: C2H13NO3S
Source: the Open Molecules 2025 dataset
Level of theory: wB97M-V/def2-TZVPD

The calculation puts the LUMO energy (alpha / beta) at 0.1104 / 0.1265 Ha. Its HOMO-LUMO gap (alpha / beta) is 0.06754 / 0.34937 Eh. The energy above the lowest of the compared OMol25 structures with the same formula, charge and spin is 13.7 kJ/mol. The highest occupied orbital energy (alpha / beta) is 1.2 / -6.1 eV. As for the net charge: -1. The value obtained for the energy is -762.60507 a.u. The maximum force is 1.36 eV/A. Its multiplicity is 2.

Last column: Löwdin charge in e.
Atoms and positions in Å:
C: -0.363 -0.019 0.063  -0.42
C: -0.903 1.319 0.544  -0.56
S: -0.347 2.676 -0.569  0.24
N: -0.181 -1.007 1.157  -0.02
H: 0.578 0.031 -0.474  0.06
H: -1.104 -0.377 -0.657  0.08
H: -0.551 1.495 1.568  0.06
H: -1.982 1.341 0.689  0.04
H: 0.565 3.244 0.263  -0.16
H: 0.604 -1.595 0.938  0.05
H: -0.964 -1.637 1.074  0.04
H: 0.698 -1.265 -2.414  -0.02
H: 0.341 -2.706 -2.746  0.01
O: 0.267 -2.055 -2.044  -0.17
H: 0.196 -0.410 3.086  -0.02
H: -0.365 -0.884 4.451  0.02
O: 0.441 -0.516 4.037  -0.14
H: 1.342 1.189 -2.414  -0.01
H: 0.523 0.738 -3.574  0.04
O: 1.207 0.437 -2.978  -0.13

4.
Formula: C13H23N3O5SSeV
Source: the Open Molecules 2025 dataset
Level of theory: wB97M-V/def2-TZVPD

The calculation puts the LUMO energy (alpha / beta) at -0.2922 / -0.2623 Ha. Its HOMO-LUMO gap (alpha / beta) is 0.22666 / 0.25713 Eh. The highest occupied orbital energy (alpha / beta) is -14.1 / -14.1 eV. As for the net charge: +2. The value obtained for the energy is -4792.65083 a.u. The maximum force is 4.73 eV/A. Its multiplicity is 2.

Last column: Löwdin charge in e.
Atoms and positions in Å:
V: 10.333 8.633 8.467  0.80
C: 13.934 7.890 8.491  -0.02
O: 12.631 8.008 9.102  -0.25
C: 12.628 7.557 10.467  -0.15
C: 11.205 7.262 10.837  -0.08
O: 10.331 8.323 10.344  -0.31
C: 10.032 9.462 11.172  -0.13
C: 10.987 10.584 10.868  -0.14
O: 11.147 10.671 9.438  -0.28
C: 12.158 11.652 9.107  -0.02
H: 14.247 6.840 8.478  0.11
H: 14.650 8.508 9.042  0.11
H: 13.867 8.250 7.470  0.09
H: 13.092 8.328 11.116  0.15
H: 13.239 6.646 10.575  0.15
H: 11.031 7.170 11.915  0.16
H: 10.843 6.341 10.364  0.14
H: 10.083 9.108 12.207  0.16
H: 8.992 9.766 10.981  0.11
H: 11.971 10.434 11.341  0.14
H: 10.577 11.521 11.265  0.16
H: 11.784 12.652 9.344  0.11
H: 12.332 11.586 8.026  0.10
H: 13.089 11.444 9.657  0.11
C: 11.689 8.025 4.517  0.06
O: 11.849 7.767 5.966  -0.01
C: 11.127 8.440 6.817  -0.42
O: 10.309 9.403 6.544  -0.04
H: 12.050 7.107 4.050  0.11
H: 12.311 8.888 4.269  0.11
H: 10.637 8.219 4.318  0.10
C: 5.601 10.985 7.246  -0.02
N: 6.936 11.512 6.970  -0.10
C: 7.268 12.639 6.176  0.01
C: 8.605 12.776 6.260  -0.04
N: 9.112 11.773 7.082  0.08
C: 8.095 10.956 7.521  -0.66
S: 8.108 9.613 8.473  0.89
H: 4.875 11.607 6.738  0.10
H: 5.412 11.003 8.323  0.10
H: 5.528 9.955 6.887  0.10
H: 6.511 13.201 5.667  0.14
H: 9.245 13.494 5.786  0.13
H: 10.075 11.584 7.317  0.11
Se: 8.338 4.482 7.763  0.93
C: 9.076 5.990 7.983  -0.80
N: 9.617 7.079 8.173  -0.12